A structure of composition H18HfO9. Source: the Open Molecules 2025 dataset; level of theory: the ωB97M-V functional and the def2-TZVPD basis.

Geometry as XYZ:
```
28
Properties=species:S:1:pos:R:3:lowdin_charge:R:1
Hf -25.28 -18.54 8.41 2.210
O -26.98 -19.19 10.03 -0.035
H -27.63 -19.89 10.09 0.129
H -26.96 -18.80 10.90 0.111
O -26.77 -20.02 7.34 -0.050
H -26.94 -20.96 7.41 0.132
H -27.54 -19.67 6.91 0.120
O -22.84 -18.95 8.74 -0.066
H -22.30 -18.22 9.04 0.101
H -22.23 -19.53 8.29 0.126
O -23.63 -16.84 7.54 -0.051
H -23.68 -16.29 6.76 0.125
H -22.94 -16.44 8.07 0.116
O -24.87 -20.82 9.17 -0.039
H -24.51 -21.65 8.86 0.133
H -25.06 -20.96 10.09 0.109
O -24.51 -18.05 10.66 -0.035
H -23.63 -18.36 10.89 0.109
H -24.70 -17.37 11.30 0.133
O -25.90 -16.36 8.97 -0.039
H -26.70 -15.83 8.95 0.144
H -25.19 -15.72 8.86 0.104
O -24.06 -19.50 6.45 -0.039
H -23.73 -18.95 5.74 0.110
H -23.90 -20.40 6.14 0.127
O -26.11 -17.57 6.36 -0.038
H -26.02 -17.95 5.49 0.121
H -26.61 -16.76 6.23 0.130
```

The spin multiplicity is 1. The calculation puts the frontier orbital gap at 11.2 eV. For the energy, the calculation gives -19984.3269 eV. As for the LUMO energy: -16.40 eV. As for the energy above the lowest of the compared OMol25 structures with the same formula, charge and spin: 28.3 kcal/mol. The charge is +4. The value obtained for the HOMO energy is -1.0152 Eh.



A structure of composition C4H5N3O. Source: the Open Molecules 2025 dataset; level of theory: the ωB97M-V functional and the def2-TZVPD basis.

Geometry as XYZ:
```
13
Properties=species:S:1:pos:R:3:lowdin_charge:R:1
C 0.51 0.25 0.56 -0.345
C 0.38 -1.13 1.40 -0.056
C -0.63 0.64 -0.27 -0.239
C -0.20 0.97 -1.61 -0.177
H 2.46 -0.38 0.28 0.262
H 2.05 1.01 -0.82 0.171
H -0.74 -1.65 1.16 0.158
H -2.34 -0.18 -0.86 0.061
H -2.75 0.60 0.62 0.141
N 1.68 0.73 0.25 0.030
N -1.98 -0.07 0.11 -0.009
N 0.33 1.26 -2.76 0.101
O 1.24 -2.05 1.95 -0.098
```

The spin multiplicity is 1. The calculation puts the frontier orbital gap at 7.4 eV. For the energy, the calculation gives -10739.4269 eV. As for the LUMO energy: -1.56 eV. As for the energy above the lowest of the compared OMol25 structures with the same formula, charge and spin: 188.8 kcal/mol. The charge is 0. The value obtained for the HOMO energy is -0.3287 Eh.



A structure of composition C44H38IN5O3PRb. Source: the Open Molecules 2025 dataset; level of theory: the ωB97M-V functional and the def2-TZVPD basis.

Geometry as XYZ:
```
93
Properties=species:S:1:pos:R:3:lowdin_charge:R:1
Rb -1.70 -1.75 -0.23 0.848
O -5.85 1.03 -0.96 -0.072
C -4.86 0.41 -0.53 -0.571
N -3.71 0.09 -1.10 0.021
C -3.43 0.50 -2.41 -0.227
C -3.75 1.76 -2.91 -0.061
C -3.33 2.20 -4.16 -0.147
C -2.59 1.34 -4.96 -0.149
C -2.29 0.07 -4.51 -0.078
C -2.69 -0.40 -3.24 -0.283
N -2.52 -1.70 -2.87 0.018
C -1.53 -2.56 -3.09 -0.599
O -1.69 -3.75 -3.38 -0.025
C -0.05 -2.21 -2.76 -0.282
C 0.50 -1.00 -3.05 0.002
C 1.95 -0.61 -2.99 -0.263
C 2.92 -2.85 -2.40 0.003
C 1.82 -3.39 -1.78 -0.169
N 0.52 -3.19 -1.99 0.115
C -4.95 -0.04 0.93 -0.214
C -5.83 0.63 1.76 -0.038
C -5.88 0.31 3.11 -0.081
C -5.06 -0.70 3.58 -0.085
C -4.24 -1.35 2.68 -0.163
N -4.17 -1.03 1.38 0.060
H -4.35 2.41 -2.28 0.064
H -3.60 3.19 -4.51 0.073
H -2.26 1.66 -5.95 0.078
H -1.75 -0.62 -5.16 0.105
H -0.18 -0.24 -3.42 0.098
H 2.07 0.16 -3.76 0.148
H 3.90 -3.17 -2.06 0.109
H 2.03 -4.11 -1.00 0.105
H -6.45 1.40 1.32 0.100
H -6.54 0.85 3.78 0.096
H -5.05 -0.99 4.63 0.092
H -3.57 -2.14 3.01 0.103
C 3.76 2.02 -0.76 -0.056
C 3.48 0.96 -1.81 -0.288
C 4.39 0.94 -2.88 -0.052
C 4.70 -0.10 -3.80 -0.109
C 4.14 -1.32 -4.00 -0.055
C 2.83 -1.79 -3.45 -0.272
C 2.42 0.06 -1.70 -0.226
P 1.59 -0.45 -0.15 1.112
C 1.22 1.17 0.66 -0.328
C 0.53 2.06 -0.17 -0.117
C 0.12 3.30 0.28 -0.113
C 0.36 3.66 1.60 -0.107
C 0.99 2.76 2.44 -0.071
C 1.41 1.51 2.01 -0.272
C 2.04 0.56 2.99 -0.036
C 2.86 -1.41 0.71 -0.351
C 4.23 -1.14 0.58 -0.140
C 5.21 -1.89 1.19 -0.149
C 4.80 -3.01 1.94 -0.141
C 3.49 -3.33 2.07 -0.084
C 2.42 -2.56 1.46 -0.369
C 1.11 -2.98 1.65 -0.113
H 4.77 2.42 -0.88 0.072
H 3.67 1.62 0.25 0.064
H 3.05 2.84 -0.83 0.081
H 5.10 1.76 -2.90 0.090
H 5.61 0.09 -4.38 0.088
H 4.64 -2.00 -4.67 0.099
H 2.28 -2.23 -4.29 0.161
H 0.32 1.77 -1.20 0.112
H -0.41 3.97 -0.39 0.090
H 0.02 4.62 1.97 0.097
H 1.14 3.03 3.48 0.103
H 1.96 0.97 4.00 0.074
H 3.10 0.38 2.77 0.079
H 1.55 -0.41 2.98 0.063
H 4.54 -0.30 -0.03 0.078
H 6.26 -1.65 1.06 0.069
H 5.55 -3.64 2.43 0.083
H 3.20 -4.21 2.64 0.093
H 0.94 -3.96 2.09 0.040
H 0.28 -2.56 1.11 -0.078
I -3.78 3.72 0.68 0.995
C -2.85 2.65 2.19 -0.695
C -2.82 3.12 3.49 -0.148
C -2.19 2.35 4.45 -0.068
C -1.62 1.15 4.07 -0.137
N -1.65 0.69 2.82 0.091
C -2.25 1.43 1.89 -0.202
H -3.28 4.06 3.74 0.090
H -2.14 2.67 5.49 0.097
H -1.11 0.51 4.79 0.105
H -2.30 1.04 0.88 0.077
O -0.60 -1.76 3.96 -0.117
H 0.06 -2.24 3.43 -0.015
H -1.01 -1.14 3.33 -0.023
```

The spin multiplicity is 1. The calculation puts the frontier orbital gap (spin up / spin down) at 4.4 / 4.7 eV. For the energy, the calculation gives -77880.5704 eV. As for the LUMO energy (spin up / spin down): 3.30 / 3.58 eV. As for the energy above the lowest of the compared OMol25 structures with the same formula, charge and spin: 106.3 kcal/mol. The charge is -2. The value obtained for the HOMO energy (spin up / spin down) is -0.0415 / -0.0420 Eh.